C40H33BrF5HgN3O3PS as an isolated structure in a non-equilibrium geometry. Source: the OMol25 dataset; level of theory: ωB97M-V/def2-TZVPD.

## Properties
Energy above the lowest of the compared OMol25 structures with the same formula, charge and spin ... 0.439 eV
Multiplicity ... 2
LUMO energy (spin up / spin down) ... -1.87 / -1.87 eV
Electronic energy ... -160553.66701 eV
Largest force on an atom ... 1.338 eV/Å

Cartesian coordinates (Å):
1 Hg -1.023 -0.518 -0.928
2 F -2.166 7.598 0.111
3 C -1.528 6.427 0.089
4 C -0.193 6.344 0.430
5 F 0.469 7.450 0.778
6 C 0.457 5.122 0.398
7 F 1.756 5.176 0.723
8 C -0.167 3.929 0.037
9 P 0.689 2.174 -0.003
10 C 1.663 2.629 -1.497
11 C 2.807 3.422 -1.503
12 C 3.479 3.667 -2.692
13 C 3.026 3.123 -3.884
14 C 1.877 2.347 -3.890
15 C 1.201 2.108 -2.704
16 C 1.724 2.477 1.483
17 C 3.092 2.234 1.530
18 C 3.805 2.478 2.695
19 C 3.167 2.968 3.823
20 C 1.797 3.192 3.791
21 C 1.081 2.934 2.635
22 C -1.512 4.059 -0.315
23 Br -2.539 2.576 -0.877
24 C -2.185 5.273 -0.286
25 F -3.477 5.355 -0.617
26 H 3.188 3.840 -0.584
27 H 4.361 4.296 -2.681
28 H 3.565 3.308 -4.806
29 H 1.505 1.933 -4.819
30 H 0.311 1.488 -2.706
31 H 3.600 1.835 0.664
32 H 4.871 2.285 2.714
33 H 3.735 3.184 4.720
34 H 1.294 3.584 4.666
35 H 0.011 3.111 2.621
36 C 5.165 -5.384 -1.850
37 C 4.753 -5.079 -0.413
38 N 3.522 -4.312 -0.307
39 C 3.596 -2.939 -0.275
40 C 2.569 -2.108 -0.009
41 C 2.824 -0.598 -0.155
42 O 4.010 -0.259 -0.204
43 O 1.784 0.110 -0.263
44 C 1.285 -2.669 0.361
45 O 0.317 -2.056 0.784
46 C 1.180 -4.134 0.153
47 C -0.063 -4.734 0.310
48 C -0.208 -6.087 0.143
49 F -1.424 -6.639 0.377
50 C 0.861 -6.888 -0.253
51 C 2.100 -6.284 -0.431
52 C 2.293 -4.918 -0.195
53 N 0.765 -8.293 -0.509
54 C 1.587 -9.162 0.322
55 C 1.980 -10.389 -0.530
56 N 1.063 -10.421 -1.707
57 C -0.358 -10.309 -1.267
58 C -0.555 -8.888 -0.690
59 H 6.087 -5.967 -1.846
60 H 5.344 -4.461 -2.401
61 H 4.396 -5.949 -2.380
62 H 5.539 -4.498 0.068
63 H 4.640 -6.003 0.157
64 H 4.570 -2.516 -0.488
65 H -0.907 -4.117 0.598
66 H 2.916 -6.902 -0.782
67 H 1.038 -9.486 1.217
68 H 2.474 -8.632 0.653
69 H 1.876 -11.317 0.028
70 H 3.000 -10.312 -0.903
71 H 1.221 -11.245 -2.282
72 H 1.256 -9.566 -2.242
73 H -0.541 -11.078 -0.518
74 H -1.016 -10.485 -2.114
75 H -1.123 -8.948 0.242
76 H -1.120 -8.272 -1.385
77 S -3.590 -0.693 0.139
78 C -4.028 -2.382 0.011
79 C -4.193 -3.141 1.176
80 C -4.521 -4.485 1.100
81 C -4.690 -5.098 -0.134
82 C -4.562 -4.343 -1.294
83 C -4.245 -2.996 -1.227
84 H -4.058 -2.652 2.131
85 H -4.631 -5.061 2.011
86 H -4.939 -6.150 -0.193
87 H -4.714 -4.811 -2.259
88 H -4.155 -2.404 -2.128

Results of the Löwdin charge analysis, in e, for atoms 1 through 2:
1. Hg 0.6939
2. F 0.1220